# 1
{"formula": "C28H27AsBF4MoN3OSSe", "method": "ωB97M-V/def2-TZVPD", "spin_multiplicity": 2, "molar_mass_g_mol": 790.2, "e_homo_ev": [-16.71, -16.70], "e_lumo_ev": [-11.15, -10.68], "charge": 3, "largest_force_ev_per_a": 0.52, "energy_ha": -6849.8260, "symbols": ["Mo", "O", "N", "C", "C", "C", "C", "C", "S", "H", "H", "H", "H", "C", "C", "C", "C", "C", "C", "As", "C", "C", "C", "C", "C", "C", "C", "C", "C", "C", "C", "C", "H", "H", "H", "H", "H", "H", "H", "H", "H", "H", "H", "H", "H", "H", "H", "F", "B", "F", "F", "F", "C", "N", "C", "C", "N", "C", "C", "Se", "H", "H", "H", "H", "H", "H", "H", "H"], "positions_angstrom": [[-0.688, -0.423, -0.637], [-0.947, -0.553, 1.344], [-1.629, -1.535, 1.952], [-1.568, -1.619, 3.296], [-2.261, -2.613, 3.938], [-3.011, -3.525, 3.194], [-3.050, -3.416, 1.816], [-2.344, -2.397, 1.194], [-2.271, -2.157, -0.526], [-0.957, -0.874, 3.785], [-2.211, -2.677, 5.016], [-3.554, -4.318, 3.689], [-3.610, -4.108, 1.203], [5.400, 1.735, -2.935], [5.246, 2.220, -1.646], [4.119, 1.891, -0.909], [3.155, 1.065, -1.481], [3.289, 0.597, -2.786], [4.422, 0.927, -3.506], [1.648, 0.611, -0.377], [1.977, 1.184, 1.420], [1.115, 2.123, 1.985], [1.359, 2.589, 3.268], [2.447, 2.110, 3.983], [3.304, 1.172, 3.418], [3.079, 0.710, 2.132], [1.475, -1.357, -0.296], [1.630, -2.135, -1.476], [1.735, -3.510, -1.405], [1.688, -4.141, -0.169], [1.540, -3.405, 1.008], [1.430, -2.034, 0.953], [6.283, 1.992, -3.505], [6.000, 2.860, -1.209], [3.998, 2.282, 0.094], [2.526, -0.006, -3.258], [4.538, 0.564, -4.518], [0.275, 2.510, 1.419], [0.710, 3.338, 3.703], [2.638, 2.478, 4.982], [4.159, 0.813, 3.975], [3.763, -0.002, 1.683], [1.704, -1.651, -2.438], [1.872, -4.088, -2.308], [1.784, -5.218, -0.117], [1.550, -3.912, 1.964], [1.374, -1.451, 1.863], [0.962, 0.874, -5.386], [0.152, 1.454, -4.545], [-0.580, -0.913, -2.426], [-1.127, 1.614, -4.794], [0.615, 1.834, -3.354], [-3.729, 0.834, -3.186], [-4.128, 1.085, -1.803], [-5.415, 1.023, -1.345], [-5.394, 1.365, -0.030], [-4.091, 1.628, 0.298], [-3.643, 2.094, 1.608], [-3.327, 1.452, -0.791], [-1.471, 1.872, -0.928], [-4.519, 0.268, -3.670], [-2.806, 0.261, -3.208], [-3.585, 1.779, -3.707], [-6.238, 0.755, -1.986], [-6.195, 1.453, 0.683], [-4.223, 1.589, 2.376], [-3.794, 3.169, 1.689], [-2.589, 1.862, 1.729]], "lowdin_spin": [0.955, 0.046, 0.000, 0.003, -0.005, 0.004, -0.004, 0.004, -0.031, 0.000, 0.000, 0.000, 0.000, -0.002, 0.000, -0.001, 0.003, -0.001, 0.000, -0.003, 0.000, 0.000, 0.000, 0.000, 0.000, 0.000, -0.010, -0.005, 0.001, -0.009, -0.001, -0.003, 0.000, 0.000, 0.000, 0.000, 0.000, -0.001, 0.000, 0.000, 0.000, 0.000, -0.001, 0.000, 0.000, 0.000, 0.000, 0.000, 0.000, 0.110, 0.000, 0.000, 0.000, 0.000, -0.002, -0.002, -0.001, -0.001, 0.000, -0.042, 0.000, 0.000, 0.000, 0.000, 0.000, 0.000, 0.000, -0.001]}

# 2
{"formula": "C19H17BCaN9O4", "method": "ωB97M-V/def2-TZVPD", "spin_multiplicity": 2, "molar_mass_g_mol": 486.3, "e_homo_ev": [-14.30, -14.30], "e_lumo_ev": [-6.25, -9.67], "charge": 2, "largest_force_ev_per_a": 1.78, "energy_ha": -2230.1549, "symbols": ["Ca", "C", "C", "N", "N", "C", "B", "N", "C", "C", "C", "N", "N", "C", "C", "C", "N", "N", "C", "C", "C", "N", "H", "H", "H", "H", "H", "H", "H", "H", "H", "H", "H", "H", "O", "C", "O", "C", "C", "C", "C", "C", "N", "C", "O", "O", "H", "H", "H", "H", "H"], "positions_angstrom": [[-0.193, 1.687, -0.223], [2.793, 0.250, -3.284], [1.826, 1.149, -2.825], [1.350, 0.786, -1.635], [1.978, -0.367, -1.315], [2.868, -0.691, -2.294], [1.741, -1.012, 0.068], [0.227, -1.381, 0.265], [-0.317, -2.524, 0.744], [-1.682, -2.374, 0.815], [-1.899, -1.073, 0.365], [-0.753, -0.470, 0.039], [2.182, -0.027, 1.179], [2.993, -0.126, 2.267], [3.038, 1.091, 2.890], [2.205, 1.903, 2.118], [1.690, 1.244, 1.086], [2.519, -2.375, 0.032], [2.253, -3.332, -0.806], [3.203, -4.417, -0.562], [3.989, -3.954, 0.487], [3.608, -2.728, 0.838], [3.351, 0.284, -4.205], [1.456, 2.040, -3.308], [3.527, -1.542, -2.225], [0.285, -3.375, 1.027], [-2.411, -3.095, 1.148], [-2.843, -0.560, 0.264], [3.504, -1.038, 2.518], [3.586, 1.349, 3.780], [1.962, 2.945, 2.268], [1.458, -3.250, -1.539], [3.293, -5.348, -1.107], [4.818, -4.439, 0.981], [-2.670, 2.651, 3.367], [-2.106, 2.418, 2.205], [-0.908, 2.332, 2.008], [-3.098, 2.243, 1.082], [-4.467, 2.119, 1.248], [-5.234, 1.898, 0.114], [-4.618, 1.803, -1.128], [-3.244, 1.949, -1.193], [-2.510, 2.170, -0.105], [-2.370, 1.837, -2.430], [-2.906, 1.541, -3.592], [-1.173, 1.999, -2.326], [-1.996, 2.755, 4.058], [-4.911, 2.189, 2.231], [-6.309, 1.798, 0.193], [-5.221, 1.626, -2.011], [-3.866, 1.442, -3.572]], "lowdin_spin": [0.000, 0.001, 0.001, 0.002, 0.002, 0.003, -0.001, 0.001, 0.002, 0.001, 0.000, 0.001, 0.001, 0.000, 0.000, 0.000, 0.000, 0.060, 0.219, 0.370, 0.001, 0.319, 0.000, 0.000, 0.001, 0.001, 0.000, 0.000, 0.000, 0.000, 0.000, 0.004, 0.014, -0.005, 0.000, 0.000, 0.000, 0.000, 0.000, 0.000, 0.000, 0.000, 0.000, 0.000, 0.000, 0.000, 0.000, 0.000, 0.000, 0.000, 0.000]}

# 3
{"formula": "C11H14BrNO4S", "method": "ωB97M-V/def2-TZVPD", "smiles": "CCC[C@@H](NS(=O)(=O)c1ccc(Br)cc1)C(=O)O", "molar_mass_g_mol": 336.2, "e_homo_ev": -9.70, "e_lumo_ev": 0.30, "largest_force_ev_per_a": 0.76, "energy_ha": -3755.4972, "symbols": ["C", "H", "C", "C", "H", "H", "C", "N", "S", "O", "O", "C", "C", "C", "C", "C", "C", "H", "H", "Br", "H", "H", "H", "C", "O", "O", "H", "H", "H", "H", "H", "H"], "positions_angstrom": [[3.080, -3.051, 0.567], [2.294, -3.796, 0.460], [2.556, -1.665, 0.214], [1.395, -1.264, 1.121], [1.724, -1.253, 2.162], [0.584, -1.989, 1.029], [0.833, 0.118, 0.774], [-0.391, 0.366, 1.513], [-1.116, 1.815, 1.055], [-2.026, 2.188, 2.091], [-0.122, 2.753, 0.613], [-2.032, 1.243, -0.370], [-3.166, 0.482, -0.164], [-3.870, 0.002, -1.254], [-3.413, 0.297, -2.531], [-2.276, 1.063, -2.740], [-1.581, 1.540, -1.642], [-0.698, 2.149, -1.755], [-1.945, 1.282, -3.743], [-4.370, -0.363, -4.029], [-4.761, -0.592, -1.121], [-3.487, 0.287, 0.846], [-0.226, 0.373, 2.512], [1.849, 1.206, 1.114], [2.067, 1.569, 2.237], [2.498, 1.659, 0.047], [3.085, 2.392, 0.295], [0.589, 0.178, -0.290], [2.223, -1.653, -0.826], [3.363, -0.936, 0.310], [3.436, -3.074, 1.594], [3.903, -3.324, -0.088]], "lowdin_charge": [-0.108, 0.073, -0.253, -0.151, 0.129, 0.126, -0.302, -0.070, 0.679, -0.270, -0.267, -0.275, -0.046, -0.107, -0.676, -0.109, -0.051, 0.119, 0.105, 0.749, 0.105, 0.120, 0.121, -0.552, 0.124, 0.125, 0.144, 0.146, 0.116, 0.109, 0.074, 0.070]}